# C40H35ClN4O4P2PbS

A structure of composition C40H35ClN4O4P2PbS at a distorted geometry (ωB97M-V with the def2-TZVPD basis set, the OMol25 dataset).

## Properties
HOMO-LUMO gap (eV): 7.376
Relative energy (zero: lowest compared OMol25 entry of this formula, charge and spin) (kJ/mol): 133.90
Multiplicity: 1
E_LUMO (eV): 0.0
E (a.u.): -3798.94793
Total charge: 0

Geometry (Å):
Pb  -0.5210  -0.1417  -0.3995
O  -4.4981  1.7905  1.0007
Cl  -3.4189  0.9495  1.3603
O  -3.7227  0.2673  2.5948
O  -2.2129  1.7273  1.5329
O  -3.1898  -0.0406  0.3121
C  4.4803  -0.9232  0.0466
N  3.0288  -0.7752  -0.0315
P  2.1065  -0.2454  1.3329
C  2.8902  1.3634  1.7370
C  2.1331  2.5045  1.4761
C  2.6730  3.7666  1.6776
C  3.9743  3.8957  2.1370
C  4.7343  2.7637  2.4017
C  4.1950  1.5011  2.2093
C  2.7129  -1.3185  2.6765
C  2.9420  -2.6739  2.4473
C  3.2991  -3.5121  3.4914
C  3.4028  -3.0119  4.7814
C  3.1311  -1.6737  5.0253
C  2.7847  -0.8306  3.9806
P  2.3116  -0.3064  -1.5259
C  2.7710  -1.7303  -2.5860
C  2.8012  -1.6046  -3.9737
C  3.0158  -2.7167  -4.7733
C  3.2004  -3.9665  -4.1989
C  3.1469  -4.1045  -2.8197
C  2.9150  -2.9958  -2.0204
C  3.4465  0.9945  -2.1486
C  4.6665  0.7472  -2.7749
C  5.4793  1.8043  -3.1538
C  5.0805  3.1138  -2.9211
C  3.8646  3.3679  -2.3052
C  3.0524  2.3124  -1.9213
H  4.7448  -1.4395  0.9691
H  4.9974  0.0394  0.0157
H  4.8299  -1.5264  -0.7925
H  1.1073  2.3940  1.1376
H  2.0741  4.6468  1.4802
H  4.3958  4.8796  2.2988
H  5.7504  2.8682  2.7610
H  4.7864  0.6268  2.4498
H  2.8392  -3.0733  1.4450
H  3.4959  -4.5594  3.3005
H  3.6853  -3.6653  5.5965
H  3.1948  -1.2834  6.0329
H  2.5717  0.2125  4.1792
H  2.6422  -0.6339  -4.4299
H  3.0268  -2.6154  -5.8513
H  3.3702  -4.8328  -4.8248
H  3.2743  -5.0792  -2.3663
H  2.8266  -3.1101  -0.9473
H  4.9863  -0.2684  -2.9700
H  6.4293  1.6070  -3.6343
H  5.7179  3.9344  -3.2242
H  3.5490  4.3882  -2.1280
H  2.1000  2.5073  -1.4405
C  -0.6438  -1.5657  -2.3743
C  -1.7600  -2.5214  -2.6106
C  -1.6908  -3.7962  -2.0410
C  -2.6879  -4.7287  -2.2627
C  -3.7693  -4.4162  -3.0776
C  -3.8606  -3.1501  -3.6322
C  -2.8717  -2.2063  -3.3911
H  -0.8321  -4.0478  -1.4268
H  -2.6139  -5.7135  -1.8183
H  -4.5361  -5.1547  -3.2724
H  -4.6975  -2.8926  -4.2693
H  -2.9697  -1.2108  -3.8095
N  -1.4317  -1.7832  2.3347
C  -0.6976  -1.9052  1.4494
H  -2.1985  -1.4029  2.8859
N  -0.4639  -0.6379  -3.4993
C  -0.7429  0.6657  -3.4238
N  -0.9214  1.3097  -2.3037
C  -1.3111  2.6237  -2.5041
C  -1.7030  3.5201  -1.5154
C  -2.1137  4.7863  -1.8964
C  -2.1174  5.1748  -3.2340
C  -1.7148  4.2956  -4.2273
C  -1.3310  3.0207  -3.8491
S  -0.8916  1.6635  -4.8692
H  0.2659  -2.1571  -2.3082
H  -0.4676  -1.0392  -4.4291
H  -1.7108  3.2048  -0.4791
H  -2.4368  5.4844  -1.1355
H  -2.4592  6.1635  -3.5099
H  -1.7051  4.5896  -5.2686

Atomic partial charges in e from the Löwdin method, atoms 1 to 4:
1 Pb 1.1986
2 O -0.3093
3 Cl 0.6136
4 O -0.3595

---

# C40H35F5GeO2S3Ti

A structure of composition C40H35F5GeO2S3Ti at a distorted geometry (ωB97M-V with the def2-TZVPD basis set, the OMol25 dataset).

## Properties
HOMO-LUMO gap (alpha / beta) (eV): 6.751 / 6.752
Relative energy (zero: lowest compared OMol25 entry of this formula, charge and spin) (kJ/mol): 112.63
Multiplicity: 1
E_LUMO (alpha / beta) (eV): -6.6 / -6.6
E (a.u.): -6315.45734
Total charge: +2

Geometry (Å):
Ti  -0.5462  1.0377  -0.3041
C  0.2731  3.4776  -3.0966
C  -1.0372  3.2424  -3.4943
C  -2.0410  3.0493  -2.5476
C  -1.7400  3.1230  -1.1940
C  -0.4146  3.3554  -0.7876
C  0.5903  3.5199  -1.7439
H  1.0411  3.6548  -3.8373
H  -1.2853  3.2350  -4.5470
H  -3.0662  2.9085  -2.8643
H  -2.5411  3.1476  -0.4627
H  -0.2253  3.6517  0.2420
H  1.6026  3.7299  -1.4217
O  -0.1266  -0.8044  0.3185
S  1.0301  -1.8111  0.0701
C  0.1404  -3.3207  -0.4676
C  0.2038  -3.6006  -1.9669
C  -0.1460  -2.3873  -2.8377
C  1.0865  -1.5709  -3.2347
S  0.7065  0.1839  -3.4271
O  0.0270  0.5288  -2.0855
C  -0.5709  0.0524  -4.6594
C  -1.9161  0.0811  -4.3415
C  -2.8424  -0.0621  -5.3662
C  -2.4151  -0.2257  -6.6758
C  -1.0579  -0.2384  -6.9763
C  -0.1208  -0.0937  -5.9666
C  1.5123  -2.3699  1.6751
C  0.5580  -2.5393  2.6701
C  0.9492  -3.1387  3.8549
C  2.2628  -3.5663  4.0189
C  3.2025  -3.3739  3.0167
C  2.8339  -2.7581  1.8287
H  -0.8843  -3.1417  -0.1304
H  0.5677  -4.1323  0.1164
H  -0.5149  -4.3962  -2.1670
H  1.1836  -4.0015  -2.2320
H  -0.8485  -1.7540  -2.2869
H  -0.6662  -2.7016  -3.7409
H  1.5151  -1.8833  -4.1876
H  1.8834  -1.5888  -2.4897
H  -2.2383  0.1970  -3.3186
H  -3.8984  -0.0505  -5.1345
H  -3.1406  -0.3391  -7.4688
H  -0.7257  -0.3528  -7.9982
H  0.9358  -0.0788  -6.2059
H  -0.4611  -2.2039  2.5228
H  0.2279  -3.2824  4.6471
H  2.5577  -4.0421  4.9438
H  4.2262  -3.6875  3.1615
H  3.5581  -2.5891  1.0431
F  -4.9643  -3.8912  0.1152
C  -4.3294  -2.7762  0.4395
C  -3.8069  -1.9571  -0.5529
F  -3.9202  -2.2783  -1.8423
C  -3.1469  -0.8123  -0.1695
F  -2.5988  -0.0102  -1.1401
C  -2.9538  -0.4233  1.1413
S  -2.0785  1.0540  1.5362
C  -3.4805  -1.2650  2.1145
F  -3.3243  -0.9738  3.4021
C  -4.1638  -2.4250  1.7733
F  -4.6494  -3.2119  2.7208
Ge  1.2684  1.7798  1.4992
C  2.6854  0.7158  2.3032
C  3.8866  0.6222  1.5994
C  5.0136  0.0807  2.2018
C  4.9486  -0.3638  3.5146
C  3.7536  -0.2851  4.2170
C  2.6224  0.2432  3.6126
C  0.3803  2.9426  2.7922
C  0.4904  4.3265  2.6542
C  -0.0939  5.1789  3.5817
C  -0.7845  4.6548  4.6635
C  -0.8883  3.2791  4.8197
C  -0.3156  2.4290  3.8871
H  2.0950  2.7427  0.5961
H  3.9592  1.0117  0.5898
H  5.9485  0.0361  1.6593
H  5.8325  -0.7629  3.9933
H  3.7061  -0.6205  5.2442
H  1.7057  0.3183  4.1828
H  1.0781  4.7558  1.8492
H  0.0063  6.2496  3.4680
H  -1.2356  5.3178  5.3886
H  -1.4176  2.8692  5.6693
H  -0.4333  1.3592  4.0123

Atomic partial charges in e from the Löwdin method, atoms 1 to 4:
1 Ti 0.7451
2 C -0.0512
3 C -0.0403
4 C -0.0382

---

# C40H36CeNO2P2

A structure of composition C40H36CeNO2P2 at a distorted geometry (ωB97M-V with the def2-TZVPD basis set, the OMol25 dataset).

## Properties
HOMO-LUMO gap (alpha / beta) (eV): 6.204 / 5.914
Relative energy (zero: lowest compared OMol25 entry of this formula, charge and spin) (kJ/mol): 415.46
Multiplicity: 2
⟨S²⟩: 1.110
E_LUMO (alpha / beta) (eV): -6.3 / -6.8
E (a.u.): -2908.27102
Total charge: +2

Geometry (Å):
C  0.4367  -1.5024  -2.7710
C  -0.5429  -1.6711  -1.7830
C  -1.8922  -1.7384  -2.1815
C  -2.2462  -1.6366  -3.5195
C  -1.2596  -1.4667  -4.5101
C  0.0868  -1.3576  -4.1169
P  -0.2053  -1.5180  0.0244
C  -1.3277  -2.8047  0.7692
C  -2.3763  -2.4015  1.6223
C  -3.2954  -3.3462  2.0709
C  -3.2152  -4.6887  1.6838
C  -2.1697  -5.0818  0.8363
C  -1.2229  -4.1596  0.3941
Ce  -0.4344  1.3043  1.5910
P  0.3297  2.5078  -1.0439
C  -1.1774  2.5652  -2.0593
C  -1.2374  3.1905  -3.3210
C  -2.3760  3.0357  -4.1190
C  -3.4804  2.3225  -3.6766
C  -3.4187  1.6870  -2.4436
C  -2.3235  1.8437  -1.6224
C  0.1075  3.3728  0.5039
C  1.1848  3.0919  1.4439
C  0.9248  3.3266  2.8232
C  -0.3361  3.7911  3.2228
C  -1.3569  3.9683  2.3239
C  -1.1976  3.6989  0.9492
C  1.9741  2.8065  -1.7822
C  2.9267  1.8040  -1.4372
C  4.2400  1.9539  -1.9220
C  4.5867  3.0352  -2.7069
C  3.6884  4.0605  -2.9496
C  2.3386  3.9597  -2.5168
C  1.4640  -2.3479  0.1749
C  1.8651  -3.3977  -0.6875
C  3.1068  -4.0334  -0.5018
C  3.9768  -3.6225  0.5230
C  3.6038  -2.5311  1.3222
C  2.3741  -1.9082  1.1516
H  2.1212  2.6347  1.0850
H  1.7110  3.1742  3.5659
H  -0.4975  4.0266  4.2961
H  -2.3140  4.3478  2.6949
H  -2.0179  3.7964  0.2197
H  -0.3802  3.8034  -3.6476
H  -2.3337  3.4805  -5.1231
H  -4.4005  2.2374  -4.2586
H  -4.2299  1.0446  -2.1272
H  -2.3283  1.3430  -0.6193
H  2.6061  0.9655  -0.7952
H  4.9719  1.2063  -1.6652
H  5.5828  3.0842  -3.1369
H  3.9951  4.9515  -3.4809
H  1.5819  4.7550  -2.7014
H  1.2302  -3.7054  -1.5293
H  3.3950  -4.8449  -1.1879
H  4.9340  -4.1385  0.6940
H  4.2864  -2.1627  2.0867
H  2.1097  -1.0554  1.7839
H  -2.4878  -1.3519  1.9001
H  -4.1135  -3.0096  2.7190
H  -3.9555  -5.4225  2.0280
H  -2.1012  -6.1200  0.4933
H  -0.4208  -4.4751  -0.2801
H  -2.6641  -1.9088  -1.4393
H  -3.2993  -1.6820  -3.8142
H  -1.5607  -1.3772  -5.5625
H  0.8505  -1.1889  -4.8885
H  1.5004  -1.5139  -2.5025
H  -0.9339  0.0508  -0.0158
H  0.4351  1.2438  -0.3643
O  -1.5584  1.1399  3.6795
C  -0.7438  0.2531  4.1139
C  -0.6854  -0.1166  5.5670
C  -0.0052  -1.4457  5.5221
C  0.3461  -1.7140  4.0579
O  0.7727  -2.7483  3.5512
N  0.0027  -0.5508  3.3231
H  -0.0850  0.6606  6.0455
H  -1.7101  -0.1053  5.9412
H  0.9209  -1.4505  6.0909
H  -0.6508  -2.2232  5.9216

Atomic partial charges in e from the Löwdin method, atoms 1 to 4:
1 C -0.0986
2 C -0.3491
3 C -0.0955
4 C -0.0692

---

# C40H36Cl3FeN2O3Si2

A structure of composition C40H36Cl3FeN2O3Si2 at a distorted geometry (ωB97M-V with the def2-TZVPD basis set, the OMol25 dataset).

## Properties
HOMO-LUMO gap (alpha / beta) (eV): 7.778 / 4.904
Relative energy (zero: lowest compared OMol25 entry of this formula, charge and spin) (kJ/mol): 0.00
Multiplicity: 6
⟨S²⟩: 8.797
E_LUMO (alpha / beta) (eV): 0.4 / -2.5
E (a.u.): -5104.47159
Total charge: 0

Geometry (Å):
Fe  0.1645  1.1062  -0.3245
C  -3.4555  -1.3298  1.1789
Si  -2.9950  0.4392  0.6120
C  -2.7207  0.4527  -1.2708
C  -4.4354  1.6460  1.0186
N  -1.4875  0.9570  1.3010
C  -1.2351  1.2955  2.5679
C  -2.1608  1.1797  3.6275
C  -1.8501  1.5788  4.9052
C  -0.5993  2.1027  5.1993
C  0.3540  2.2125  4.1971
C  0.0504  1.8169  2.9100
O  0.9093  1.9676  1.8420
C  2.2074  2.4139  2.0245
C  3.1474  1.6860  2.7414
C  4.4651  2.1105  2.7576
C  4.8472  3.2473  2.0648
C  3.8997  3.9778  1.3684
C  2.5811  3.5670  1.3437
H  -4.3997  -1.6394  0.7430
H  -3.5425  -1.4032  2.2590
H  -2.6888  -2.0276  0.8594
H  -3.6316  0.2249  -1.8146
H  -1.9802  -0.2966  -1.5397
H  -2.3701  1.4235  -1.6222
H  -5.3331  1.3543  0.4831
H  -4.1939  2.6634  0.7275
H  -4.6781  1.6593  2.0758
H  -3.1297  0.7608  3.4124
H  -2.5886  1.4896  5.6881
H  -0.3660  2.4337  6.1970
H  1.3267  2.6216  4.4260
H  2.8491  0.7846  3.2566
H  5.2043  1.5401  3.2989
H  5.8794  3.5630  2.0628
H  4.1945  4.8636  0.8293
H  1.8418  4.1206  0.7870
Cl  -1.5862  7.5151  -3.8749
C  -0.9971  5.9868  -3.3411
C  -1.1923  5.5956  -2.0242
C  -0.7445  4.3549  -1.6304
Cl  -0.9578  3.8076  -0.0028
C  -0.0997  3.4363  -2.5023
O  0.2592  2.2753  -2.1104
C  0.1070  3.9185  -3.8227
Cl  0.9352  2.8965  -4.9259
C  -0.3354  5.1568  -4.2362
H  -1.6840  6.2413  -1.3156
H  -0.1677  5.4764  -5.2510
O  0.1426  -0.8778  -0.7814
Si  0.2535  -2.4411  -0.9185
C  -1.0627  -3.0759  -2.1456
C  -1.9788  -4.0731  -1.8357
C  -2.9478  -4.4552  -2.7471
C  -3.0154  -3.8485  -3.9899
C  -2.1210  -2.8387  -4.3051
C  -1.1606  -2.4571  -3.3866
C  0.0153  -3.2058  0.8039
C  -0.1853  -2.3338  1.8706
C  -0.4034  -2.8033  3.1525
C  -0.4235  -4.1678  3.3918
C  -0.2279  -5.0482  2.3420
C  -0.0081  -4.5709  1.0609
C  2.0078  -2.7416  -1.6135
C  2.3846  -2.0238  -2.7447
C  3.6968  -2.0060  -3.1851
C  4.6671  -2.7154  -2.4923
C  4.3059  -3.4437  -1.3696
C  2.9891  -3.4569  -0.9394
H  -1.9374  -4.5560  -0.8692
H  -3.6591  -5.2254  -2.4846
H  -3.7681  -4.1485  -4.7033
H  -2.1761  -2.3419  -5.2626
H  -0.4800  -1.6563  -3.6324
H  -0.1782  -1.2693  1.6740
H  -0.5681  -2.1040  3.9620
H  -0.5876  -4.5415  4.3932
H  -0.2529  -6.1137  2.5262
H  0.1491  -5.2738  0.2533
H  1.6437  -1.4489  -3.2761
H  3.9643  -1.4271  -4.0580
H  5.6955  -2.6976  -2.8268
H  5.0585  -3.9947  -0.8238
H  2.7212  -4.0292  -0.0623
N  3.3438  0.0519  -0.7068
C  2.4837  0.7328  -0.3399
H  4.0021  -0.5971  -1.0865

Atomic partial charges in e from the Löwdin method, atoms 1 to 4:
1 Fe 0.7559
2 C -0.1330
3 Si 0.4818
4 C -0.1503

---

# C40H36Cl5FN2O4TeV

A structure of composition C40H36Cl5FN2O4TeV at a distorted geometry (ωB97M-V with the def2-TZVPD basis set, the OMol25 dataset).

## Properties
HOMO-LUMO gap (alpha / beta) (eV): 4.892 / 7.732
Relative energy (zero: lowest compared OMol25 entry of this formula, charge and spin) (kJ/mol): 127.54
Multiplicity: 3
⟨S²⟩: 2.085
E_LUMO (alpha / beta) (eV): 2.1 / 2.1
E (a.u.): -5569.33370
Total charge: -1

Geometry (Å):
V  0.5484  -0.4373  -0.0011
C  -1.2294  -3.4630  6.5838
C  -1.3315  -1.9498  6.5030
C  -0.6767  -1.2899  7.7113
C  -0.9767  0.1990  7.7051
C  -0.6854  0.8038  6.3551
C  -0.5243  2.1950  6.2499
C  -0.2433  2.7439  5.0199
F  -0.0888  4.0888  4.9357
C  -0.1008  1.9911  3.8784
C  -0.2539  0.5954  3.9624
C  -0.0983  -0.2238  2.8140
O  0.1078  0.3547  1.6388
C  -0.1372  -1.6391  2.9775
C  -0.4685  -2.1598  4.1890
N  -0.7404  -1.3885  5.2861
C  -0.5628  0.0112  5.2240
C  0.1881  -2.6299  1.8951
O  0.0611  -3.8257  2.0937
O  0.6105  -2.1504  0.7515
H  -1.6953  -3.7864  7.5151
H  -0.1866  -3.7864  6.5921
H  -1.7424  -3.9658  5.7658
H  -2.3970  -1.6745  6.5115
H  0.4020  -1.4640  7.6560
H  -1.0465  -1.7560  8.6268
H  -0.3894  0.7150  8.4679
H  -2.0298  0.3569  7.9624
H  -0.6156  2.8308  7.1209
H  0.1305  2.4481  2.9273
H  -0.4946  -3.2304  4.2993
Cl  0.3107  2.2717  -0.9410
C  1.9763  1.9664  -0.4930
C  2.2337  0.7059  0.0096
C  3.5266  0.4516  0.4202
Cl  3.8905  -1.1092  1.0871
C  4.5372  1.4040  0.2947
Cl  6.1456  1.0536  0.8141
C  4.2455  2.6510  -0.2532
Cl  5.4870  3.8355  -0.4394
C  2.9419  2.9435  -0.6497
Cl  2.5448  4.4818  -1.3207
C  1.3471  -1.9466  -3.7000
C  1.6660  -0.8022  -2.7546
O  2.5632  -0.0125  -3.0050
N  0.8587  -0.7222  -1.6614
Te  -2.5201  -0.3579  -3.0989
C  -4.2096  -0.8067  -4.3253
C  -5.3813  -1.3628  -3.8041
C  -5.5710  -1.6359  -2.3365
C  -6.4245  -1.6848  -4.6731
C  -6.3448  -1.4545  -6.0355
C  -7.4803  -1.8076  -6.9582
C  -5.1832  -0.8735  -6.5312
C  -4.1173  -0.5461  -5.7034
C  -2.8958  0.0833  -6.3220
C  -2.4638  -2.2566  -2.1543
C  -2.3736  -3.4192  -2.9315
C  -2.3635  -3.4154  -4.4377
C  -2.3147  -4.6551  -2.2912
C  -2.3286  -4.7710  -0.9104
C  -2.1937  -6.1039  -0.2283
C  -2.4386  -3.6097  -0.1622
C  -2.5096  -2.3555  -0.7554
C  -2.5985  -1.1774  0.1775
H  2.2769  -2.3253  -4.1219
H  0.7313  -1.5562  -4.5130
H  0.7989  -2.7419  -3.1967
H  -5.1127  -0.8541  -1.7294
H  -5.1073  -2.5808  -2.0454
H  -6.6329  -1.6879  -2.0947
H  -7.3295  -2.1196  -4.2603
H  -8.3270  -2.2106  -6.4030
H  -7.1716  -2.5555  -7.6915
H  -7.8241  -0.9317  -7.5116
H  -5.1032  -0.6698  -7.5946
H  -3.0395  0.2188  -7.3938
H  -2.0084  -0.5336  -6.1669
H  -2.6779  1.0596  -5.8854
H  -1.8987  -2.5148  -4.8357
H  -3.3824  -3.4580  -4.8318
H  -1.8171  -4.2810  -4.8139
H  -2.2289  -5.5508  -2.8987
H  -2.1861  -6.9198  -0.9513
H  -3.0156  -6.2723  0.4698
H  -1.2655  -6.1425  0.3450
H  -2.4257  -3.6733  0.9213
H  -3.3400  -1.3694  0.9557
H  -2.8535  -0.2485  -0.3279
H  -1.6596  -1.0378  0.7223

Atomic partial charges in e from the Löwdin method, atoms 1 to 4:
1 V 0.8517
2 C -0.0581
3 C -0.3297
4 C -0.1559

---

What is the E in the fifth record?
-5569.33370 a.u.

---

Which of these has the lowest total charge?
C40H36Cl5FN2O4TeV

---

The lowest relative energy (zero: lowest compared OMol25 entry of this formula, charge and spin) belongs to which entry?
C40H36Cl3FeN2O3Si2

---

What is the total charge in the second record?
+2